(1)
Density functional theory data (the ωB97M-V functional and the def2-TZVPD basis) for a structure of composition C19H14I2N3O7Pt.

Positions of all 46 atoms, in Å:
C: -3.31 -0.55 0.68
C: 3.09 -0.58 3.25
N: -1.06 0.18 0.63
C: -1.48 1.47 0.78
Pt: 0.95 0.04 0.65
O: 0.81 2.05 0.82
C: -0.47 -1.87 -4.48
H: -2.43 5.16 1.17
C: -0.82 3.76 1.01
C: 0.34 -1.11 -2.32
H: -1.53 -1.80 0.52
H: -0.78 -1.63 -5.48
O: 0.79 0.06 3.32
H: 0.63 -0.30 -1.65
C: -2.18 4.12 1.06
C: 0.83 -2.84 -0.45
O: 0.90 -4.05 -0.25
C: 1.79 -0.21 4.03
C: -0.06 -0.87 -3.62
H: -0.78 -3.99 -4.64
C: -1.93 -0.80 0.60
O: 0.23 1.40 -3.33
N: -0.07 0.52 -4.11
H: 3.36 0.71 0.14
H: -4.82 0.94 0.84
H: -0.02 -4.45 -2.32
C: -0.42 2.44 0.87
C: -3.17 3.18 0.99
O: -0.40 0.71 -5.27
C: -0.46 -3.18 -4.00
C: -0.05 -3.44 -2.70
H: 3.08 1.42 2.40
I: -5.16 3.81 1.09
H: 3.32 -0.87 0.58
I: 0.64 5.23 1.15
N: 2.98 0.07 0.82
C: 3.48 0.43 2.18
O: 1.13 -1.97 0.45
C: -2.84 1.81 0.85
O: 1.89 -0.21 5.27
C: 0.36 -2.42 -1.85
H: 2.94 -1.56 2.78
H: 4.57 0.51 2.11
H: -3.99 -1.39 0.65
H: 3.90 -0.67 3.97
C: -3.76 0.73 0.79

The total charge is -1. As for the LUMO energy: 0.0602 Ha. Its electronic energy is -58182.214 eV.


(2)
Density functional theory data (the ωB97M-V functional and the def2-TZVPD basis) for a structure of composition C19H15BrCl2FeN2O3.

Positions of all 43 atoms, in Å:
H: -3.20 2.95 0.79
C: -0.08 0.06 -2.27
N: 0.33 0.15 -1.04
Fe: -0.30 -1.11 0.57
H: 3.19 4.25 0.74
C: 1.14 1.23 -0.65
C: -1.18 -0.92 -4.18
N: 0.41 0.70 1.56
C: 2.67 3.08 -0.97
Cl: -2.79 0.65 0.55
C: 0.38 0.95 2.85
H: 0.60 -4.52 3.54
O: 1.33 -3.40 1.94
H: 2.30 3.72 3.05
C: -2.03 -1.81 -4.77
C: 1.54 -4.12 3.16
H: -3.38 -3.45 -4.45
C: 1.85 2.63 1.25
C: 0.48 -2.35 2.02
O: -0.04 -2.07 3.09
H: 2.22 -4.94 2.92
O: -1.54 -1.93 -0.69
H: -0.66 -0.18 -4.79
H: 1.98 -3.49 3.93
C: 1.13 1.53 0.74
C: -2.71 -2.75 -3.98
H: -3.05 -3.49 -2.01
C: 1.03 2.05 3.43
C: -0.96 -0.93 -2.79
C: -2.53 2.25 1.27
Br: -2.31 -1.79 -6.64
H: -1.49 2.52 1.10
H: 0.95 2.21 4.50
C: 2.63 3.41 0.36
H: 3.28 3.65 -1.65
C: 1.77 2.88 2.64
C: -1.65 -1.88 -1.97
C: 1.94 1.99 -1.48
C: -2.53 -2.78 -2.63
H: 0.24 0.82 -2.98
Cl: -2.83 2.26 3.01
H: 2.03 1.75 -2.53
H: -0.17 0.23 3.45

As for the spin multiplicity: 5. As for the LUMO energy (alpha / beta): -0.0315 / -0.0313 Ha. As for the expectation value of S²: 6.016. Its electronic energy is -158544.458 eV.


(3)
Density functional theory data (the ωB97M-V functional and the def2-TZVPD basis) for a structure of composition C19H15BrCl3CrF6GeNO7.

Positions of all 54 atoms, in Å:
C: -3.21 -0.10 2.56
C: 1.26 -1.90 -1.51
H: 1.73 -4.01 -3.10
N: -1.76 0.62 -0.82
H: -2.35 1.31 -0.36
H: 0.23 -2.97 0.77
C: 5.40 -3.00 2.26
O: -1.29 1.11 1.92
C: 1.07 -5.64 -1.86
C: -1.12 -0.08 3.96
H: 4.21 -5.88 5.09
H: 4.94 -1.57 0.71
H: 6.38 -3.26 1.89
H: -3.07 2.61 3.06
C: 3.63 -3.27 3.87
C: 0.26 -5.07 0.31
C: 3.33 -1.75 2.09
H: 0.40 -7.09 -0.43
H: -0.12 -5.37 1.28
C: 2.82 -2.36 3.25
C: 4.59 -2.07 1.61
H: -3.11 1.75 4.62
C: 4.51 -4.83 5.20
O: 1.27 -0.70 1.71
H: -1.63 2.57 4.07
Cl: 4.07 1.93 -1.85
Cr: -0.26 0.03 0.60
Cl: 1.23 2.29 0.16
Br: 1.48 -6.97 -3.16
C: -1.99 0.76 3.00
F: 0.06 0.50 4.14
O: 2.13 -1.61 -2.32
H: 4.94 -4.65 6.19
C: 4.89 -3.58 3.39
H: -1.28 1.04 -1.62
C: -2.50 2.00 3.75
O: 3.38 -3.99 5.02
H: -2.35 -0.13 -1.18
O: 0.53 -1.05 -0.89
F: -4.12 0.67 1.93
F: -2.87 -1.06 1.69
C: 2.47 -0.78 1.34
F: -3.85 -0.70 3.57
Cl: 0.79 1.47 -3.09
F: -0.87 -1.32 3.49
Ge: 2.18 0.86 -1.33
C: 0.46 -3.73 0.03
O: 3.00 -0.15 0.39
F: -1.66 -0.24 5.18
O: 5.48 -4.52 4.21
H: 1.83 -2.11 3.61
C: 1.30 -4.31 -2.16
C: 0.98 -3.35 -1.21
C: 0.56 -6.04 -0.64

The total charge is -1. As for the spin multiplicity: 6. As for the LUMO energy (alpha / beta): 0.0863 / 0.0628 Ha. As for the expectation value of S²: 8.762. Its electronic energy is -244631.389 eV.


ΔE to the lowest compared entry with this formula, charge and spin? In order: 29.8 0.0 0.0 kcal per mole.